No. 1
This record from the Open Molecules 2025 dataset describes C19H11N3O5Pd as an isolated structure. The level of theory is wB97M-V/def2-TZVPD.

The geometry in XYZ format:
```
39
Properties=species:S:1:pos:R:3:nbo_charge:R:1
Pd 0.75669 -0.00007 -0.72968 0.57
O 2.90839 0.00003 5.40942 -0.69
C 2.42279 0.00003 4.11402 0.31
C 1.06189 0.00003 3.85872 -0.34
C 0.62169 0.00003 2.54222 0.14
N 1.46629 0.00003 1.51982 -0.47
C 2.77549 0.00003 1.75092 0.12
C 3.29869 0.00003 3.03842 -0.31
C 3.72049 0.00003 0.51572 0.73
O 4.93719 0.00003 0.75362 -0.77
O 3.16859 -0.00007 -0.60088 -0.74
C -0.90091 0.00003 2.23272 0.73
O -1.64541 0.00003 3.22802 -0.78
O -1.21001 -0.00007 1.02962 -0.74
H 2.14899 0.00003 6.00782 0.47
H 0.31959 0.00003 4.64652 0.23
H 4.36629 0.00003 3.17652 0.24
C -0.81481 3.44453 -1.86698 -0.31
C 0.31279 2.69323 -2.20658 0.01
N 0.29979 1.37783 -2.39648 -0.44
C -0.86981 0.72033 -2.12348 0.12
C -2.09091 1.41333 -1.86948 -0.10
C -2.03311 2.81103 -1.74688 -0.20
C -3.29521 0.68083 -1.75508 -0.18
C -3.29511 -0.68097 -1.75498 -0.19
C -2.09081 -1.41337 -1.86958 -0.12
C -2.03301 -2.81117 -1.74688 -0.19
C -0.81461 -3.44457 -1.86698 -0.31
C 0.31289 -2.69317 -2.20658 0.00
N 0.29989 -1.37777 -2.39658 -0.46
C -0.86971 -0.72037 -2.12348 0.21
H -0.72511 4.51543 -1.73538 0.19
H 1.26439 3.18513 -2.39048 0.18
H -2.93751 3.36433 -1.52358 0.19
H -4.21961 1.23513 -1.63228 0.19
H -4.21951 -1.23527 -1.63228 0.19
H -2.93731 -3.36437 -1.52358 0.19
H -0.72491 -4.51537 -1.73538 0.19
H 1.26449 -3.18507 -2.39058 0.18
```

Net charge: -2
Total energy: -1399.05445 Eh

***

No. 2
This record from the Open Molecules 2025 dataset describes C19H12AsF3MoN2O6S4 as an isolated structure in a non-equilibrium geometry. The level of theory is wB97M-V/def2-TZVPD.

The geometry in XYZ format:
```
48
Properties=species:S:1:pos:R:3:nbo_charge:R:1
Mo 0.49703 -0.15715 -0.60752 1.39
F -1.35725 -4.71077 1.37587 -0.30
C -0.78899 -4.15719 2.46116 0.98
F -1.70427 -3.36620 3.04408 -0.30
F -0.44956 -5.12276 3.30852 -0.29
C 0.41462 -3.33735 2.05121 -0.19
C 1.67558 -3.58663 2.54083 -0.05
C 2.77053 -2.80665 2.13507 -0.23
C 2.56279 -1.78898 1.25013 0.07
N 1.31694 -1.54421 0.77403 -0.54
C 0.26797 -2.28613 1.14734 0.13
S -1.18052 -1.73618 0.34608 0.29
H 1.81842 -4.39784 3.24337 0.27
H 3.76276 -2.99949 2.51549 0.27
H 3.35424 -1.13948 0.90043 0.24
S 0.16941 -2.01895 -2.12922 0.33
C 1.75484 -1.49557 -2.58367 -0.10
N 2.15243 -0.50357 -1.79226 -0.54
C 3.49395 -0.12455 -2.02672 0.17
C 4.25079 0.85286 -1.39321 -0.24
C 5.55602 1.02820 -1.81788 -0.16
C 6.09958 0.26177 -2.85182 -0.17
C 5.34732 -0.70632 -3.49020 -0.17
C 4.04068 -0.88902 -3.05849 -0.24
S 2.89225 -2.05807 -3.68051 0.64
H 3.84038 1.46278 -0.60475 0.25
H 6.16638 1.78302 -1.34159 0.25
H 7.12203 0.42804 -3.16144 0.25
H 5.76273 -1.29792 -4.29472 0.25
O -2.76016 1.03860 -0.21941 -0.99
As -1.89355 2.15547 -1.22088 2.39
O -2.68734 2.65484 -2.51701 -0.99
O -0.47338 0.97879 -1.57769 -0.75
C -1.00373 3.45270 -0.15415 -0.35
C -1.49646 4.71479 -0.43219 -0.19
C -1.05866 5.81930 0.30734 -0.13
C -0.14039 5.66513 1.31923 -0.16
C 0.38670 4.40501 1.60443 -0.12
C -0.03465 3.30874 0.87195 -0.42
S 0.75330 1.81943 1.28285 2.39
O 1.40870 1.89938 2.52644 -0.82
O -0.28002 0.71119 1.11994 -0.85
O 1.65539 1.39513 0.10990 -0.87
H -3.67405 0.99171 -0.54747 0.53
H -2.22683 4.84518 -1.22150 0.27
H -1.45671 6.79913 0.08040 0.26
H 0.18318 6.51947 1.89761 0.26
H 1.11729 4.27891 2.39116 0.27
```

Net charge: +2
Total energy: -5488.00381 Eh

***

No. 3
This record from the Open Molecules 2025 dataset describes C19H13BF10MnN5O8S2 as an isolated structure in a non-equilibrium geometry. The level of theory is wB97M-V/def2-TZVPD.

The geometry in XYZ format:
```
59
Properties=species:S:1:pos:R:3:lowdin_spin:R:1
Mn 0.16699 -0.13596 -0.00590 3.00
F -3.46251 -2.05543 -1.54174 0.00
C -3.96076 -1.58753 -0.38777 0.00
F -5.23972 -1.32598 -0.54369 0.00
F -3.81286 -2.54195 0.52724 0.00
S -2.88812 -0.11512 0.10168 0.00
O -1.62459 -0.86348 0.25425 0.01
O -3.46893 0.46143 1.24188 0.00
N -2.88411 0.76727 -1.19267 0.01
S -1.70942 0.94559 -2.19538 0.00
O -0.48530 0.20934 -1.79359 0.01
O -1.48946 2.25587 -2.66068 0.00
C -2.16996 -0.12355 -3.69792 0.00
F -1.74695 0.42880 -4.82228 0.00
F -1.54264 -1.30038 -3.55691 0.00
F -3.46682 -0.35778 -3.78686 0.00
N 2.66744 -1.03964 -1.90187 0.01
C 2.82177 0.21107 -1.34926 0.00
C 4.01225 0.88940 -1.64956 0.00
C 4.20949 2.17367 -1.19112 0.01
C 3.18779 2.77250 -0.46111 0.00
C 2.06057 2.03927 -0.16573 0.00
N 1.86836 0.76641 -0.57559 -0.07
C 1.71331 -2.00362 -1.71450 0.00
C 1.75046 -3.12633 -2.55778 0.00
C 0.85929 -4.15262 -2.35570 0.01
C 0.00811 -4.07994 -1.25263 0.00
C 0.03067 -2.95302 -0.46395 0.00
N 0.82236 -1.89111 -0.71511 -0.04
H 3.38879 -1.29433 -2.56814 0.00
H 4.77085 0.39487 -2.23579 0.00
H 5.12925 2.69994 -1.39642 0.00
H 3.26717 3.78569 -0.10303 0.00
H 1.28802 2.48153 0.44360 0.00
H 2.46496 -3.16618 -3.36497 0.00
H 0.83932 -4.99818 -3.02592 0.00
H -0.66934 -4.88591 -1.02092 0.00
H -0.59977 -2.87886 0.41286 0.00
F -0.58846 1.37173 0.46669 0.07
B -1.24240 2.99387 1.86299 0.00
F 0.01188 3.18338 2.20657 0.00
F -1.99171 2.27544 2.64239 0.00
F -1.74455 3.70642 0.89505 0.00
O 2.49564 0.76934 2.00702 0.02
C 1.80622 -0.15591 2.39825 0.00
O 0.83635 -0.64769 1.66388 -0.02
C 2.10587 -0.83658 3.68602 -0.01
C 1.75497 -2.16393 3.92134 0.00
C 2.19110 -2.79221 5.07231 0.00
C 2.96095 -2.07619 5.98137 0.00
C 3.28874 -0.74097 5.77889 0.00
C 2.86412 -0.12600 4.61853 0.00
N 3.45056 -2.75796 7.17541 0.00
O 4.09863 -2.10054 7.94960 0.00
O 3.17563 -3.92711 7.28548 0.00
H 1.16039 -2.69455 3.19477 0.00
H 1.95484 -3.82622 5.27728 0.00
H 3.87583 -0.21226 6.51657 0.00
H 3.11136 0.90270 4.40961 0.00
```

Net charge: +1
2S+1: 4
Total energy: -4578.33378 Eh
⟨S²⟩: 3.85

***

Which formula does entry 3 have? C19H13BF10MnN5O8S2

***

Among the records above, which one has the highest total energy? C19H11N3O5Pd

***

What did the first record say?
This record from the Open Molecules 2025 dataset describes C19H11N3O5Pd as an isolated structure. The level of theory is wB97M-V/def2-TZVPD.

The geometry in XYZ format:
```
39
Properties=species:S:1:pos:R:3:nbo_charge:R:1
Pd 0.75669 -0.00007 -0.72968 0.57
O 2.90839 0.00003 5.40942 -0.69
C 2.42279 0.00003 4.11402 0.31
C 1.06189 0.00003 3.85872 -0.34
C 0.62169 0.00003 2.54222 0.14
N 1.46629 0.00003 1.51982 -0.47
C 2.77549 0.00003 1.75092 0.12
C 3.29869 0.00003 3.03842 -0.31
C 3.72049 0.00003 0.51572 0.73
O 4.93719 0.00003 0.75362 -0.77
O 3.16859 -0.00007 -0.60088 -0.74
C -0.90091 0.00003 2.23272 0.73
O -1.64541 0.00003 3.22802 -0.78
O -1.21001 -0.00007 1.02962 -0.74
H 2.14899 0.00003 6.00782 0.47
H 0.31959 0.00003 4.64652 0.23
H 4.36629 0.00003 3.17652 0.24
C -0.81481 3.44453 -1.86698 -0.31
C 0.31279 2.69323 -2.20658 0.01
N 0.29979 1.37783 -2.39648 -0.44
C -0.86981 0.72033 -2.12348 0.12
C -2.09091 1.41333 -1.86948 -0.10
C -2.03311 2.81103 -1.74688 -0.20
C -3.29521 0.68083 -1.75508 -0.18
C -3.29511 -0.68097 -1.75498 -0.19
C -2.09081 -1.41337 -1.86958 -0.12
C -2.03301 -2.81117 -1.74688 -0.19
C -0.81461 -3.44457 -1.86698 -0.31
C 0.31289 -2.69317 -2.20658 0.00
N 0.29989 -1.37777 -2.39658 -0.46
C -0.86971 -0.72037 -2.12348 0.21
H -0.72511 4.51543 -1.73538 0.19
H 1.26439 3.18513 -2.39048 0.18
H -2.93751 3.36433 -1.52358 0.19
H -4.21961 1.23513 -1.63228 0.19
H -4.21951 -1.23527 -1.63228 0.19
H -2.93731 -3.36437 -1.52358 0.19
H -0.72491 -4.51537 -1.73538 0.19
H 1.26449 -3.18507 -2.39058 0.18
```

Net charge: -2
Total energy: -1399.05445 Eh